Molecular formula: C13H13N3O2
Method: DFT, ωB97M-V with the def2-TZVPD basis set

Geometry as XYZ:
```
31
Properties=species:S:1:pos:R:3:forces:R:3:mulliken_charge:R:1
N 0.790991 -1.661372 0.711516 -0.081 -0.167 0.033 -0.382
C 1.866694 -1.305752 0.537660 -0.005 0.150 0.066 0.002
C 3.242827 -0.825453 0.349363 0.171 -0.114 0.124 0.323
O 3.800709 -1.288201 -0.860603 -0.176 0.026 0.018 -0.552
C 3.337960 0.718505 0.452015 0.028 0.286 -0.332 0.221
C 4.606865 1.136680 -0.165611 0.110 -0.284 0.112 -0.067
N 5.591746 1.459116 -0.656768 -0.017 0.102 0.042 -0.465
C 2.209183 1.515385 -0.237305 0.248 0.238 0.144 -0.974
C 0.879578 1.540414 0.509004 -0.100 -0.106 -0.037 -1.255
C -0.282552 1.062365 -0.348807 -0.160 0.382 -0.130 0.672
O -0.148073 0.636047 -1.466019 0.079 -0.254 -0.240 -0.606
N -1.525861 1.212548 0.250627 0.185 -0.642 0.620 -0.329
C -2.501158 0.178902 0.037988 -0.162 0.285 -0.289 0.340
C -2.762577 -0.750218 1.032412 -0.019 0.057 0.039 -0.286
C -3.711354 -1.737222 0.817915 0.013 -0.011 0.051 -0.658
C -4.384591 -1.811764 -0.391474 -0.041 -0.004 -0.027 -0.411
C -4.116540 -0.881196 -1.384644 0.091 0.095 -0.012 -0.593
C -3.184559 0.120309 -1.166511 0.141 0.029 -0.018 -0.122
H 3.812675 -1.249431 1.181645 0.136 0.004 -0.064 0.296
H 3.146586 -1.785549 -1.360585 -0.028 0.024 -0.066 0.360
H 3.413756 1.000607 1.504641 -0.180 -0.075 0.066 0.334
H 2.580097 2.534568 -0.337843 -0.018 0.024 -0.074 0.493
H 2.072439 1.140050 -1.249943 -0.091 -0.104 -0.027 0.420
H 0.899698 0.892173 1.387660 -0.021 0.064 0.052 0.544
H 0.631046 2.540170 0.868437 0.092 0.064 0.013 0.565
H -1.438270 1.424285 1.236017 -0.036 0.105 -0.019 0.350
H -2.218583 -0.710280 1.968239 0.025 -0.008 0.007 0.303
H -3.909924 -2.455719 1.600888 -0.029 -0.049 0.002 0.348
H -5.114969 -2.591353 -0.556796 -0.027 -0.022 -0.011 0.377
H -4.624925 -0.914111 -2.337861 -0.089 -0.095 -0.001 0.360
H -2.958903 0.855505 -1.925266 -0.036 -0.003 -0.044 0.391
```
Forces are in eV/Å.

Energy   -817.91194 a.u.
Energy above the lowest of the compared OMol25 structures with the same formula, charge and spin   23.2 kcal/mol
Strongest force on any atom   0.9 eV/A
SMILES   N#C[C@@H](O)[C@@H](C#N)CCC(=O)Nc1ccccc1
Gap between HOMO and LUMO   9.503 eV
Spin multiplicity   1

=====

Molecular formula: C13H14BFINO3
Method: DFT, ωB97M-V with the def2-TZVPD basis set

Geometry as XYZ:
```
34
Properties=species:S:1:pos:R:3:forces:R:3:mulliken_charge:R:1
C -1.506800 2.393844 1.547326 0.885 -0.204 0.031 -0.873
B -0.439418 1.517639 0.698991 -0.938 1.342 -0.099 0.417
O 0.254137 2.238533 -0.308258 0.246 -0.849 1.706 -0.579
C -0.205415 -0.037584 1.066828 -0.689 -1.397 0.173 0.849
C 1.020837 -0.149593 2.073185 -0.261 -0.853 0.608 -0.576
C 0.890273 0.716538 3.367266 0.551 0.682 -0.454 -0.324
O 1.259232 1.843541 3.463988 -0.167 -0.636 -0.462 -0.431
I 0.025175 -0.129020 5.200616 0.137 -0.175 -0.552 0.019
C -1.457016 -0.783155 1.698592 0.167 -0.744 2.262 0.321
F -2.738084 -0.386526 1.232204 1.356 -0.306 -0.329 -0.362
C -1.238374 -2.322901 1.337224 -0.116 1.778 -1.555 -0.004
O -1.369143 -3.287763 2.015284 0.091 0.398 -0.220 -0.491
N -0.838811 -2.231630 -0.092686 -0.321 -0.088 1.504 -0.541
C 0.153423 -1.127118 -0.060778 1.782 -0.289 -1.364 -0.211
C 0.525277 -0.710961 -1.515488 -0.791 0.435 -2.872 0.449
C -0.371225 -1.113957 -2.616996 1.451 1.156 -0.853 -0.513
C -0.108054 -0.741098 -4.015435 1.215 0.564 1.561 -0.544
C 1.065416 0.049561 -4.360723 -0.685 -0.883 2.219 -0.450
C 1.977218 0.409012 -3.286594 -1.408 -0.714 0.194 -0.740
C 1.714014 0.037677 -1.910387 -1.108 -0.464 -0.533 0.007
H -2.177961 2.920630 0.824206 0.272 -0.473 0.723 0.298
H -2.038091 1.806780 2.333895 0.081 0.632 -0.761 0.278
H -0.909573 3.201125 2.071106 -0.577 -0.727 -0.562 0.271
H 1.165279 2.386945 0.014437 -0.375 -0.108 -0.682 0.337
H 1.139630 -1.220812 2.414814 -0.267 1.016 -0.375 0.531
H 1.953245 0.084652 1.488715 -0.783 0.235 0.860 0.456
H -1.549571 -0.791347 2.813292 0.270 0.647 -0.854 0.116
H -1.743188 -1.903525 -0.473804 0.637 -0.007 -0.355 0.363
H 1.113505 -1.604235 0.301427 -1.021 0.224 -0.305 0.426
H -1.293423 -1.718332 -2.459941 1.000 0.569 0.067 0.181
H -0.822300 -1.072096 -4.810210 0.756 0.373 0.881 0.327
H 1.245781 0.360563 -5.410610 -0.062 -0.284 0.954 0.360
H 2.880215 1.006646 -3.534230 -0.743 -0.545 0.332 0.330
H 2.423792 0.357965 -1.107255 -0.586 -0.307 -0.890 0.302
```
Forces are in eV/Å.

Energy   -1206.62734 a.u.
Strongest force on any atom   3.0 eV/A
SMILES   CB(O)[C@@]1(CC(=O)I)[C@@H](F)C(=O)N[C@H]1c1ccccc1
Gap between HOMO and LUMO   9.146 eV
Spin multiplicity   1

=====

Molecular formula: C13H14BN5O6
Method: DFT, ωB97M-V with the def2-TZVPD basis set

Geometry as XYZ:
```
39
Properties=species:S:1:pos:R:3:forces:R:3:mulliken_charge:R:1
C -1.187223 -2.962161 -2.776969 -0.060 -0.664 0.123 -1.524
C -0.968470 -1.489335 -2.945035 0.102 -0.155 -0.273 1.093
N -0.678233 -0.779161 -1.818376 -0.122 1.301 -1.839 0.353
B -0.593974 -1.694825 -0.588719 0.276 1.148 1.142 0.499
H -0.004853 -0.527196 0.582871 -0.112 0.117 0.718 -0.800
C -0.503898 0.585394 -1.936832 0.176 0.951 -0.326 1.102
C -0.296531 1.441831 -0.738779 -0.141 0.054 0.617 -1.440
C -0.542494 1.273777 -3.166566 -0.466 -1.789 -1.268 -0.801
C -0.835898 0.488395 -4.333455 0.175 0.214 0.880 -0.341
C -1.052120 -0.899763 -4.210295 0.053 0.315 0.117 -0.939
H -1.426294 -3.387278 -3.752443 -0.006 -0.075 0.167 0.416
H -0.310320 -3.502744 -2.376835 -0.117 0.416 -0.274 0.338
H -2.002481 -3.223453 -2.076083 0.164 0.407 -0.342 0.344
H -1.629354 -1.863272 -0.023135 0.260 -0.271 -0.225 -0.049
H 0.435489 -2.287303 -0.474862 -0.328 -0.138 -0.079 -0.094
H -0.329203 2.515276 -0.944277 -0.022 -0.319 -0.363 0.427
H -1.076219 1.245890 -0.011320 -0.169 -0.040 0.120 0.200
H 0.642481 1.251692 -0.234507 0.319 -0.114 0.039 0.374
H -0.356287 2.378925 -3.233148 -0.294 -1.447 0.237 0.373
H -0.908255 0.956068 -5.324028 0.096 -0.166 0.514 0.395
H -1.280606 -1.572448 -5.077531 0.239 0.971 0.929 0.311
O 3.584772 2.837379 2.933099 -1.806 -0.131 -0.069 -0.608
N 2.345506 2.975236 2.949611 0.858 0.433 0.132 0.960
O 1.802473 4.063531 3.141203 -0.021 -0.649 -0.106 -0.664
C 1.516711 1.812960 2.715786 -0.928 0.999 -0.063 -0.609
C 0.091214 1.893745 2.729632 1.743 -1.949 -0.668 -0.310
C -0.649200 0.731505 2.379813 0.037 0.137 -0.825 -0.934
N -2.078398 0.849495 2.208109 -0.023 0.251 0.642 1.043
O -2.661715 1.849203 2.653862 0.606 -0.851 -0.489 -0.697
O -2.677958 -0.071541 1.620999 0.663 0.518 0.183 -0.627
C -0.007358 -0.523442 1.804045 -0.933 -0.493 -0.302 0.804
C 1.406564 -0.555080 2.247548 0.170 -3.221 -0.751 -0.527
N 2.210143 -1.697084 2.402734 -1.335 3.251 0.647 0.790
O 2.036671 -2.893353 2.354245 -0.268 -0.453 -0.444 -0.754
O 3.403401 -1.218818 2.891914 0.431 -0.905 -0.234 -0.183
N 3.445645 0.123781 3.010095 -3.379 1.510 -1.613 -0.415
C 2.168516 0.544171 2.537578 3.343 -0.368 2.557 1.147
H -0.427028 2.803871 2.979590 0.046 0.138 0.014 0.616
H -0.605202 -1.473852 1.900459 0.770 1.067 0.772 0.728
```
Forces are in eV/Å.

Energy   -1253.42435 a.u.
Energy above the lowest of the compared OMol25 structures with the same formula, charge and spin   0.0 kcal/mol
Strongest force on any atom   4.2 eV/A
Gap between HOMO and LUMO   6.023 eV
Spin multiplicity   1

=====

Molecular formula: C13H14F3N5O6SSi
Method: DFT, ωB97M-V with the def2-TZVPD basis set

Geometry as XYZ:
```
43
Properties=species:S:1:pos:R:3:forces:R:3:mulliken_charge:R:1
O 2.713032 -1.228470 2.328900 0.414 0.430 -0.505 -0.638
S 2.319715 0.021999 1.729702 -1.228 -0.179 1.056 1.252
O 2.713189 1.298616 2.274651 0.150 -0.389 -0.387 -0.659
C 3.014458 -0.037658 -0.036816 0.600 -0.006 -0.675 0.690
F 4.379121 -0.071217 0.001608 -1.622 0.056 0.190 -0.205
F 2.583300 -1.141839 -0.681133 0.235 0.852 0.585 -0.212
F 2.639781 1.053034 -0.739975 0.189 -0.831 0.641 -0.222
C 0.549363 0.011195 1.653343 0.118 1.236 0.116 -0.359
C -0.227144 1.224368 2.086287 2.172 -0.718 -1.662 -0.482
C -1.462795 1.255171 1.305432 -0.965 0.875 0.624 -0.276
N -2.260879 2.334870 1.036929 -0.792 -1.766 0.357 0.787
O -2.190340 3.542247 1.175353 0.128 -0.912 -0.029 -0.722
O -3.494413 1.757290 0.522952 0.891 0.676 0.253 -0.212
N -3.433186 0.370667 0.447985 3.510 0.642 0.579 -0.524
C -2.133549 0.101772 0.828716 -3.360 -0.564 -0.206 1.165
C -1.475258 -1.161911 0.885942 1.720 -0.595 0.764 -1.009
N -2.099731 -2.461462 0.699469 -0.500 -1.664 -0.224 0.944
O -3.320269 -2.582547 0.456352 2.223 1.021 0.432 -0.593
O -1.350660 -3.464697 0.813334 -1.075 1.654 -0.153 -0.629
C -0.085480 -1.143351 1.238593 -2.006 -0.414 -0.298 -0.012
H 0.341396 2.149980 1.940353 -0.104 -0.210 0.700 0.623
H 0.450335 -2.091245 1.236326 -0.052 0.234 -0.316 0.643
C 1.176136 -0.833998 8.014670 0.079 -0.039 -0.037 -0.945
Si -0.368072 0.186954 7.855492 0.069 -0.076 -0.582 0.092
C -1.916687 -0.836755 7.925694 -0.090 -0.040 -0.059 -0.944
C -0.410519 1.524493 9.150093 0.003 0.333 -0.174 -1.039
N -0.318283 0.955616 6.125925 0.128 0.267 -0.343 0.163
C -0.260771 0.348700 4.900115 -0.168 -0.494 1.110 0.041
N -0.249418 1.235984 3.918561 -0.733 0.681 -0.812 0.054
C -0.304936 2.477861 4.506671 -0.027 0.016 0.654 -0.629
C -0.335734 2.325507 5.858129 -0.012 -0.580 -0.073 -0.571
H 1.159640 -1.369791 8.975636 -0.006 0.111 -0.240 0.327
H 1.258972 -1.579598 7.213871 0.030 0.123 0.162 0.352
H 2.075052 -0.203814 7.998434 -0.181 -0.146 -0.041 0.334
H -1.961291 -1.362400 8.891523 0.020 0.114 -0.248 0.332
H -2.813676 -0.208777 7.843706 0.180 -0.151 -0.018 0.332
H -1.944379 -1.590827 7.128997 -0.042 0.120 0.163 0.348
H -0.441408 1.045017 10.140994 0.010 0.043 -0.309 0.327
H 0.481036 2.164045 9.124236 -0.175 -0.112 0.011 0.330
H -1.300886 2.160993 9.067576 0.175 -0.110 0.027 0.327
H -0.250800 -0.738421 4.854354 0.069 0.375 -0.543 0.465
H -0.334291 3.391137 3.953282 0.055 0.164 -0.346 0.467
H -0.358072 3.053062 6.654499 -0.028 -0.027 -0.146 0.489
```
Forces are in eV/Å.

Energy   -2216.01552 a.u.
Energy above the lowest of the compared OMol25 structures with the same formula, charge and spin   24.8 kcal/mol
Strongest force on any atom   3.6 eV/A
Gap between HOMO and LUMO   7.227 eV
Spin multiplicity   1